1) Computed, not measured: C4H7NO as an isolated structure, with the ωB97M-V functional and the def2-TZVPD basis.

Positions of all 13 atoms, in Å:
C -0.34515 0.04677 1.66889
N -0.51637 -0.49433 0.00550
C 0.66473 -1.04219 0.36126
C -0.68500 0.44507 -0.92486
C 0.25924 0.70325 -1.98065
O 0.13086 1.56059 -2.84167
H -0.28161 -0.72118 2.43885
H -1.34025 0.49390 1.69297
H 0.41321 0.82410 1.77595
H 1.59556 -0.79936 -0.15911
H 0.63794 -1.94571 0.95789
H -1.65766 0.92755 -0.96275
H 1.12449 0.00154 -2.03229

Summary:
* gap between HOMO and LUMO (alpha / beta): 0.274 / 0.274 Eh
* multiplicity: 1

The computed natural (NBO) charges, all in e, follow:
1. C -0.39
2. N -0.30
3. C -0.13
4. C -0.26
5. C 0.34
6. O -0.57
7. H 0.22
8. H 0.23
9. H 0.22
10. H 0.18
11. H 0.19
12. H 0.20
13. H 0.09

***

2) Computed, not measured: one molecule with the formula C4H7NO, with the ωB97M-V functional and the def2-TZVPD basis.

Positions of all 13 atoms, in Å:
O -1.06017 1.92482 1.20310
N -1.21262 0.54501 1.19771
C -0.60676 0.05205 0.20746
C 0.33899 0.63527 -0.80799
C 1.14857 -0.74808 -0.51368
C -0.17392 -1.37015 0.16679
H -1.72629 2.17190 1.84908
H -0.14541 0.92725 -1.74750
H 0.88475 1.54504 -0.46361
H 1.41483 -1.56105 -1.17060
H 2.07808 -0.17440 -0.41871
H -0.67175 -2.01027 -0.60192
H -0.26832 -1.93739 1.09987

Summary:
* gap between HOMO and LUMO: 0.382 Eh
* multiplicity: 1

The computed natural (NBO) charges, all in e, follow:
1. O -0.58
2. N -0.15
3. C 0.21
4. C -0.47
5. C -0.45
6. C -0.41
7. H 0.47
8. H 0.23
9. H 0.23
10. H 0.21
11. H 0.26
12. H 0.21
13. H 0.23

***

Energies relative to the most stable structure, in eV: 1) 0.637; 2) 0.000.

***

1) Computed, not measured: one molecule with the formula C4H7NO, with the ωB97M-V functional and the def2-TZVPD basis.

Positions of all 13 atoms, in Å:
C 0.39491 1.77007 0.76035
C -1.33307 0.06434 0.32624
C -0.88591 -1.37092 -0.24983
C 0.51426 -0.61986 -0.40611
H 0.74398 2.66090 0.01592
H 1.06257 1.60207 1.59709
H -0.35266 2.14289 1.46710
H -2.26946 0.46585 -0.17348
H -1.80529 0.23205 1.31977
H -0.73175 -2.20655 0.40231
H -1.56398 -1.41015 -1.26666
N -0.14755 0.61630 0.10151
O 1.72603 -0.85786 -0.83207

Summary:
* gap between HOMO and LUMO: 0.364 Eh
* multiplicity: 1

The computed natural (NBO) charges, all in e, follow:
1. C -0.43
2. C -0.19
3. C -0.50
4. C 0.69
5. H 0.22
6. H 0.22
7. H 0.21
8. H 0.16
9. H 0.18
10. H 0.24
11. H 0.25
12. N -0.46
13. O -0.58

***

2) Computed, not measured: a 2-piece molecular cluster, C4H7NO overall, with the ωB97M-V functional and the def2-TZVPD basis.

Positions of all 13 atoms, in Å:
C 0.55899 0.01528 0.16735
C 1.93693 -0.21595 -0.05682
C -0.15955 1.29676 0.42040
C -2.14254 -1.34073 -0.15040
N 1.52632 -0.63126 1.09371
O 2.98868 -0.18968 -0.81656
H -0.90336 1.16306 1.20123
H -0.65418 1.63836 -0.48742
H 0.54266 2.07162 0.74878
H -2.62366 -0.40183 -0.31732
H -2.04208 -1.71904 0.84078
H -1.85365 -1.94277 -0.98247
H 2.82544 0.25618 -1.66126

Summary:
* gap between HOMO and LUMO (alpha / beta): 0.321 / 0.293 Eh
* multiplicity: 1

The computed natural (NBO) charges, all in e, follow:
1. C 0.08
2. C 0.47
3. C -0.68
4. C -0.52
5. N -0.39
6. O -0.62
7. H 0.23
8. H 0.22
9. H 0.21
10. H 0.16
11. H 0.17
12. H 0.17
13. H 0.51

***

3) Computed, not measured: one molecule with the formula C4H7NO, with the ωB97M-V functional and the def2-TZVPD basis.

Positions of all 13 atoms, in Å:
C -0.46783 -0.14345 -1.91384
C 0.14318 -0.50342 -0.60163
O 0.86537 -1.47241 -0.44626
C -0.12160 0.48155 0.48619
C -0.05767 0.02948 1.88819
N 1.04273 0.79262 1.30372
H -0.00172 0.76147 -2.32998
H -1.52300 0.08691 -1.74511
H -0.33181 -0.98336 -2.58832
H -0.73197 1.34931 0.26212
H 0.12334 -1.02767 2.02926
H -0.70024 0.51033 2.62997
H 1.76121 0.11865 1.02570

Summary:
* gap between HOMO and LUMO: 0.401 Eh
* multiplicity: 1

The computed natural (NBO) charges, all in e, follow:
1. C -0.72
2. C 0.58
3. O -0.56
4. C -0.22
5. C -0.24
6. N -0.55
7. H 0.24
8. H 0.23
9. H 0.24
10. H 0.21
11. H 0.21
12. H 0.20
13. H 0.36

***

4) Computed, not measured: one molecule with the formula C4H7NO, with the ωB97M-V functional and the def2-TZVPD basis.

Positions of all 13 atoms, in Å:
C -1.54565 -0.14711 0.41323
C -0.29489 0.30798 -0.29635
C -0.08990 0.18054 -1.61209
N 0.62366 1.00742 0.52493
C 1.60785 0.35812 0.98271
O 1.84881 -0.94226 0.75347
H -1.31187 -0.54393 1.40895
H -2.07299 -0.92426 -0.14914
H -2.20850 0.71049 0.55067
H 1.13778 -1.21528 0.13954
H 0.85197 0.48288 -2.06053
H -0.89363 -0.10517 -2.28206
H 2.34735 0.83058 1.62667

Summary:
* gap between HOMO and LUMO: 0.371 Eh
* multiplicity: 1

The computed natural (NBO) charges, all in e, follow:
1. C -0.65
2. C 0.12
3. C -0.47
4. N -0.51
5. C 0.42
6. O -0.67
7. H 0.22
8. H 0.22
9. H 0.23
10. H 0.49
11. H 0.21
12. H 0.21
13. H 0.17

***

Energies relative to the most stable structure, in eV: 1) 2.026; 2) 4.900; 3) 0.259; 4) 0.000.

***

1) Computed, not measured: a 2-piece molecular cluster, C4H7NO overall, with the ωB97M-V functional and the def2-TZVPD basis.

Positions of all 13 atoms, in Å:
C -1.46556 0.26663 -0.79789
C 0.32059 -0.23300 1.12475
C -2.37380 -0.79320 -0.48211
C 2.41336 0.51113 0.16976
N -0.84089 1.17113 -1.11358
O 1.24995 -0.33949 0.33801
H 0.29129 0.80605 1.80965
H -1.86700 -1.80921 -0.31651
H -3.04975 -0.99927 -1.42851
H -2.87962 -0.61826 0.51263
H 2.27762 1.64180 0.25213
H 2.78199 0.32824 -0.82483
H 3.14184 0.06745 0.75649

Summary:
* gap between HOMO and LUMO: 0.328 Eh
* multiplicity: 1

The computed natural (NBO) charges, all in e, follow:
1. C 0.30
2. C 0.10
3. C -0.75
4. C -0.28
5. N -0.36
6. O -0.46
7. H 0.05
8. H 0.27
9. H 0.25
10. H 0.27
11. H 0.21
12. H 0.20
13. H 0.19

***

2) Computed, not measured: C4H7NO as an isolated structure, with the ωB97M-V functional and the def2-TZVPD basis.

Positions of all 13 atoms, in Å:
C -1.78033 -0.44427 0.29221
C -0.37115 -0.76613 0.67627
C 0.75335 0.74705 -1.04184
N 0.62622 -0.01283 0.21276
C 1.89217 0.32092 0.45483
O 2.12392 1.00875 -0.76038
H -2.21172 0.39633 0.86261
H -2.42703 -1.31032 0.46542
H -1.87596 -0.18832 -0.77283
H -0.14585 -1.34597 1.56317
H 0.62172 0.10162 -1.91248
H 0.13770 1.64854 -1.08951
H 2.65699 -0.15537 1.04977

Summary:
* gap between HOMO and LUMO (alpha / beta): 0.265 / 0.264 Eh
* multiplicity: 1

The computed natural (NBO) charges, all in e, follow:
1. C -0.64
2. C -0.20
3. C 0.11
4. N -0.26
5. C 0.12
6. O -0.51
7. H 0.20
8. H 0.22
9. H 0.20
10. H 0.19
11. H 0.19
12. H 0.19
13. H 0.19

***

3) Computed, not measured: one molecule with the formula C4H7NO, with the ωB97M-V functional and the def2-TZVPD basis.

Positions of all 13 atoms, in Å:
O -1.59854 1.87402 -0.36180
C -0.78760 1.06921 0.03386
C 0.69812 0.97941 -0.31200
C 1.03452 -0.50643 -0.06284
C -0.35926 -1.12467 0.12274
N -1.06142 -0.04538 0.82251
H 0.86513 1.30672 -1.34027
H 1.25107 1.65663 0.34714
H 1.57875 -0.96724 -0.89146
H 1.62667 -0.63138 0.84862
H -0.82196 -1.26733 -0.86702
H -0.38783 -2.07240 0.66211
H -2.04723 -0.17505 1.01205

Summary:
* gap between HOMO and LUMO: 0.389 Eh
* multiplicity: 1

The computed natural (NBO) charges, all in e, follow:
1. O -0.58
2. C 0.69
3. C -0.52
4. C -0.41
5. C -0.22
6. N -0.64
7. H 0.23
8. H 0.24
9. H 0.22
10. H 0.21
11. H 0.17
12. H 0.21
13. H 0.39

***

4) Computed, not measured: one molecule with the formula C4H7NO, with the ωB97M-V functional and the def2-TZVPD basis.

Positions of all 13 atoms, in Å:
C 0.68104 0.69736 -0.29907
C -0.59279 -0.00100 0.06766
N 1.90166 -0.00304 0.08232
C -0.55148 -1.32848 0.73126
C -1.80981 0.51823 -0.16628
O -1.36014 -2.21941 0.49143
H 2.02394 -0.81569 -0.52393
H 2.70134 0.59866 -0.11783
H 0.25781 -1.46509 1.46708
H 0.70372 0.86115 -1.38325
H 0.69347 1.68436 0.17798
H -2.71672 -0.01363 0.11256
H -1.93206 1.48658 -0.63991

Summary:
* gap between HOMO and LUMO: 0.364 Eh
* multiplicity: 1

The computed natural (NBO) charges, all in e, follow:
1. C -0.25
2. C -0.14
3. N -0.83
4. C 0.39
5. C -0.31
6. O -0.52
7. H 0.35
8. H 0.36
9. H 0.14
10. H 0.18
11. H 0.21
12. H 0.22
13. H 0.19

***

Energies relative to the most stable structure, in eV: 1) 4.987; 2) 4.300; 3) 0.000; 4) 1.579.

***

1) Computed, not measured: one molecule with the formula C4H7NO, with the ωB97M-V functional and the def2-TZVPD basis.

Positions of all 13 atoms, in Å:
C -1.13389 -0.80160 0.13246
C -0.31314 0.46671 -0.06539
O -0.76460 1.52954 0.75441
C 1.16789 0.26643 0.27860
C 1.78786 -0.68901 -0.64198
N 2.22569 -1.44409 -1.40128
H -2.19499 -0.60096 -0.04911
H -0.80517 -1.57802 -0.56718
H -1.02857 -1.17975 1.15582
H -0.36972 0.76549 -1.12304
H -1.38074 2.03512 0.21479
H 1.26723 -0.09791 1.30813
H 1.67910 1.23312 0.21312

Summary:
* gap between HOMO and LUMO: 0.425 Eh
* multiplicity: 1

The computed natural (NBO) charges, all in e, follow:
1. C -0.64
2. C 0.11
3. O -0.72
4. C -0.53
5. C 0.29
6. N -0.33
7. H 0.22
8. H 0.23
9. H 0.21
10. H 0.17
11. H 0.48
12. H 0.25
13. H 0.26

***

2) Computed, not measured: one molecule with the formula C4H7NO, with the ωB97M-V functional and the def2-TZVPD basis.

Positions of all 13 atoms, in Å:
C -0.52470 1.14558 -0.25154
C -0.82690 -1.04736 0.12888
C 0.59464 -0.73800 -0.30183
C 0.70604 0.62638 0.45775
H -0.91452 1.88727 0.35903
H -0.44871 1.25082 -1.36130
H -0.98417 -1.46888 1.15208
H -1.54099 -1.68237 -0.59107
H 0.19250 -0.34001 -1.25885
H 2.51510 0.17356 -0.77428
H 0.73338 0.59835 1.54239
N 1.85702 -0.19773 0.04662
O -1.53079 0.13071 0.05076

Summary:
* gap between HOMO and LUMO: 0.370 Eh
* multiplicity: 1

The computed natural (NBO) charges, all in e, follow:
1. C -0.13
2. C -0.08
3. C -0.09
4. C -0.14
5. H 0.21
6. H 0.19
7. H 0.18
8. H 0.19
9. H 0.16
10. H 0.39
11. H 0.21
12. N -0.53
13. O -0.55

***

Energies relative to the most stable structure, in eV: 1) 0.000; 2) 5.723.

***

1) Computed, not measured: a 3-piece molecular cluster, C4H7NO overall, with the ωB97M-V functional and the def2-TZVPD basis.

Positions of all 13 atoms, in Å:
C -0.93761 1.30602 -0.17800
C -1.39586 0.25080 -0.85028
C 1.35292 -1.39078 0.18519
O 2.15296 -0.65071 -0.33139
C -1.70387 -0.98746 -0.18794
N -1.91334 -1.99526 0.34380
H -0.68115 2.22563 -0.69379
H -0.79506 1.27964 0.89786
H 1.63428 1.89371 1.11957
H -1.52923 0.26704 -1.92736
H 1.01894 -2.32636 -0.29957
H 0.89542 -1.17430 1.17084
H 1.90160 1.30204 0.75109

Summary:
* gap between HOMO and LUMO: 0.385 Eh
* multiplicity: 1

The computed natural (NBO) charges, all in e, follow:
1. C -0.27
2. C -0.34
3. C 0.28
4. O -0.51
5. C 0.25
6. N -0.31
7. H 0.21
8. H 0.21
9. H -0.04
10. H 0.25
11. H 0.12
12. H 0.11
13. H 0.03

***

2) Computed, not measured: C4H7NO as an isolated structure, with the ωB97M-V functional and the def2-TZVPD basis.

Positions of all 13 atoms, in Å:
C 1.88681 0.91647 0.65621
C 0.03085 -0.71123 -0.57342
C -1.41786 -1.11507 -0.61033
N -1.73767 0.23538 -0.07713
C -0.36910 0.44573 0.01394
O 0.22490 1.47340 0.57170
H 2.32582 0.66668 -0.29684
H 2.22502 1.85123 1.02123
H 1.94434 0.09604 1.33856
H 0.79324 -0.97618 -1.26577
H -1.71323 -1.91111 0.07727
H -1.85875 -1.28792 -1.58975
H -2.33436 0.31659 0.73433

Summary:
* gap between HOMO and LUMO: 0.316 Eh
* multiplicity: 1

The computed natural (NBO) charges, all in e, follow:
1. C -0.21
2. C -0.50
3. C -0.21
4. N -0.60
5. C 0.50
6. O -0.51
7. H 0.20
8. H 0.20
9. H 0.21
10. H 0.21
11. H 0.18
12. H 0.18
13. H 0.36

***

3) Computed, not measured: a 2-piece molecular cluster, C4H7NO overall, with the ωB97M-V functional and the def2-TZVPD basis.

Positions of all 13 atoms, in Å:
O -2.46454 -0.24902 -0.67417
N -1.83295 -0.91688 0.12076
C -0.45151 -0.57805 0.16420
C 0.33447 0.27245 -0.51580
C 1.55892 -0.10579 0.28461
C 0.64676 -1.12147 1.04439
H -2.02333 2.01385 -1.29688
H 0.16507 0.96699 -1.33138
H -1.70992 2.68037 -1.40907
H 2.38095 -0.54872 -0.28709
H 1.95481 0.70250 0.90866
H 0.90206 -2.17154 0.87320
H 0.53921 -0.94471 2.11857

Summary:
* gap between HOMO and LUMO (alpha / beta): 0.310 / 0.310 Eh
* multiplicity: 1

The computed natural (NBO) charges, all in e, follow:
1. O -0.28
2. N 0.12
3. C 0.01
4. C -0.09
5. C -0.42
6. C -0.42
7. H 0.02
8. H 0.22
9. H -0.02
10. H 0.22
11. H 0.22
12. H 0.22
13. H 0.22

***

4) Computed, not measured: C4H7NO as an isolated structure, with the ωB97M-V functional and the def2-TZVPD basis.

Positions of all 13 atoms, in Å:
N 2.49173 -0.03128 0.33338
C 1.22479 0.06281 0.27320
C 0.37762 -0.87337 1.03128
C -1.24342 -0.47484 -0.35432
C -0.81542 0.97231 -0.36194
O 0.59451 1.05120 -0.42975
H 2.93200 0.77991 -0.10151
H 0.71907 -1.89599 0.84337
H -0.87014 -0.87916 0.78749
H -2.32459 -0.58501 -0.18223
H -0.93998 -1.05634 -1.21971
H -1.17111 1.46933 0.55024
H -1.20689 1.50869 -1.22929

Summary:
* gap between HOMO and LUMO: 0.321 Eh
* multiplicity: 1

The computed natural (NBO) charges, all in e, follow:
1. N -0.71
2. C 0.46
3. C -0.38
4. C -0.47
5. C -0.09
6. O -0.50
7. H 0.35
8. H 0.21
9. H 0.25
10. H 0.25
11. H 0.24
12. H 0.19
13. H 0.21

***

Energies relative to the most stable structure, in eV: 1) 0.000; 2) 0.484; 3) 1.997; 4) 1.413.

***

1) Computed, not measured: a 2-piece molecular cluster, C4H7NO overall, with the ωB97M-V functional and the def2-TZVPD basis.

Positions of all 13 atoms, in Å:
O -0.49176 1.36444 1.31987
C -0.74731 -0.57491 0.64706
C -0.71577 -0.44586 -0.82164
C 0.60683 0.30174 -0.83211
C 1.76064 -0.51728 -0.83389
N 2.66951 -1.24557 -0.76579
H -0.12207 1.44021 2.21439
H -1.64552 -0.48191 1.24804
H 0.07349 -1.13325 1.09189
H -1.53906 0.18120 -1.17285
H -0.74708 -1.40634 -1.35592
H 0.27660 1.30213 0.66913
H 0.64852 1.23129 -1.39325

Summary:
* gap between HOMO and LUMO (alpha / beta): 0.262 / 0.262 Eh
* multiplicity: 1

The computed natural (NBO) charges, all in e, follow:
1. O -0.89
2. C 0.03
3. C -0.49
4. C -0.62
5. C 0.25
6. N -0.40
7. H 0.49
8. H 0.20
9. H 0.21
10. H 0.23
11. H 0.23
12. H 0.51
13. H 0.25

***

2) Computed, not measured: a 2-piece molecular cluster, C4H7NO overall, with the ωB97M-V functional and the def2-TZVPD basis.

Positions of all 13 atoms, in Å:
C -1.38956 0.91055 -0.56943
C -0.18468 0.03340 -0.44288
C 1.05011 0.64722 0.03092
N 1.40297 -1.52527 1.81179
C 0.67170 -2.06349 1.09498
O -0.27268 -1.15768 -0.67368
H -2.19871 0.57810 -1.21821
H -1.80764 0.95797 0.43170
H -1.14810 1.92732 -0.84528
H 0.88108 0.94388 -1.15617
H 1.95854 0.04626 0.02654
H 1.05154 1.53832 0.67733
H -0.02442 -2.80082 0.79567

Summary:
* gap between HOMO and LUMO: 0.391 Eh
* multiplicity: 1

The computed natural (NBO) charges, all in e, follow:
1. C -0.71
2. C 0.52
3. C -0.63
4. N -0.40
5. C 0.12
6. O -0.60
7. H 0.24
8. H 0.24
9. H 0.22
10. H 0.25
11. H 0.26
12. H 0.25
13. H 0.23

***

3) Computed, not measured: one molecule with the formula C4H7NO, with the ωB97M-V functional and the def2-TZVPD basis.

Positions of all 13 atoms, in Å:
O -2.78368 -0.77556 1.40675
C -1.89387 -0.37830 0.65188
C -0.65052 0.13248 1.00615
N 0.20880 0.60040 -0.07267
C 0.66304 -0.30993 -1.16432
C 1.62516 0.17775 -0.15789
H -2.05151 -0.42741 -0.47014
H -0.21527 0.24487 1.98531
H -0.13368 1.54722 -0.17033
H 0.71663 0.07365 -2.18027
H 0.26341 -1.31192 -1.03941
H 1.88499 -0.48807 0.66013
H 2.36650 0.91484 -0.45519

Summary:
* gap between HOMO and LUMO: 0.276 Eh
* multiplicity: 1

The computed natural (NBO) charges, all in e, follow:
1. O -0.67
2. C 0.29
3. C -0.46
4. N -0.37
5. C -0.22
6. C -0.22
7. H 0.06
8. H 0.20
9. H 0.45
10. H 0.23
11. H 0.25
12. H 0.24
13. H 0.23

***

Energies relative to the most stable structure, in eV: 1) 1.905; 2) 0.000; 3) 1.197.